1.
Below is C25H62N2O8P2SSi as an isolated structure in a non-equilibrium geometry, with properties calculated with ωB97M-V/def2-TZVPD.

Element x y z (Å)
C 1.064 -4.429 1.817
O 2.117 -3.533 1.510
C 1.694 -2.511 0.625
C 2.779 -1.453 0.537
C 2.596 -0.382 1.627
C 1.983 0.946 1.143
C 0.795 0.817 0.171
C -0.512 1.354 0.797
C -1.766 0.924 -0.005
Si -2.912 -0.258 0.868
O -4.395 -0.241 -0.004
C -4.290 -0.948 -1.074
N -4.256 -1.667 -1.974
P -2.240 -2.401 0.864
S -3.816 -3.474 1.351
P -3.465 0.333 2.965
N -4.866 1.006 2.954
O -3.476 -0.941 3.940
O -2.382 1.316 3.636
H 0.585 -4.129 2.754
H 0.296 -4.439 1.040
H 1.481 -5.427 1.919
H 0.771 -2.060 1.010
H 1.449 -2.933 -0.358
H 3.751 -1.935 0.585
H 2.669 -0.977 -0.437
H 3.596 -0.151 1.999
H 2.069 -0.790 2.489
H 2.776 1.559 0.723
H 1.615 1.463 2.030
H 1.011 1.436 -0.699
H 0.603 -0.203 -0.160
H -0.515 1.048 1.843
H -0.442 2.437 0.708
H -1.409 0.400 -0.898
H -2.309 1.790 -0.378
H -1.729 -2.765 -0.400
H -1.263 -2.545 1.868
H -5.273 1.058 2.025
H -2.614 -1.386 3.902
H -2.374 2.158 3.158
C 1.637 -6.282 -1.913
C 1.697 -5.498 -3.212
O 2.786 -4.596 -3.289
C 4.079 -5.166 -3.194
C 4.389 -6.183 -4.279
H 1.591 -5.602 -1.060
H 0.754 -6.921 -1.898
H 2.510 -6.921 -1.776
H 0.802 -4.882 -3.304
H 1.698 -6.176 -4.073
H 4.231 -5.603 -2.200
H 4.773 -4.330 -3.275
H 3.723 -7.046 -4.235
H 5.411 -6.546 -4.173
H 4.280 -5.732 -5.266
C -7.785 -0.165 0.537
C -8.162 1.108 1.276
O -9.422 1.640 0.904
C -10.540 0.799 1.118
C -10.741 0.392 2.568
H -7.786 0.004 -0.541
H -6.792 -0.494 0.841
H -8.480 -0.981 0.743
H -7.436 1.889 1.045
H -8.117 0.952 2.359
H -10.479 -0.086 0.474
H -11.404 1.371 0.780
H -9.903 -0.191 2.951
H -11.642 -0.215 2.666
H -10.846 1.276 3.199
C 0.867 4.296 -3.137
C -0.203 4.696 -2.136
O 0.260 4.778 -0.799
C 1.298 5.710 -0.549
C 0.932 7.146 -0.880
H 1.307 3.336 -2.862
H 0.435 4.210 -4.134
H 1.674 5.028 -3.188
H -0.989 3.939 -2.128
H -0.679 5.637 -2.433
H 2.212 5.412 -1.076
H 1.512 5.628 0.517
H 0.715 7.281 -1.940
H 1.756 7.812 -0.621
H 0.047 7.452 -0.319
C 7.098 2.890 1.974
C 6.440 1.612 1.485
O 5.747 1.748 0.257
C 6.521 2.161 -0.856
C 7.662 1.220 -1.199
H 6.356 3.684 2.081
H 7.572 2.722 2.941
H 7.865 3.246 1.285
H 5.688 1.298 2.211
H 7.172 0.799 1.419
H 6.892 3.181 -0.704
H 5.825 2.205 -1.694
H 8.391 1.147 -0.392
H 8.184 1.572 -2.089
H 7.282 0.216 -1.393

As for the spin multiplicity: 1. Its net charge is 0. The frontier orbital gap is 8.63 eV. As for the total energy: -83579.9503 eV. For the maximum force, the calculation gives 2.305 eV/Å. The HOMO energy is -8.8 eV.

---

2.
Below is a 6-piece molecular cluster, C25H63ClN5O9 overall in a non-equilibrium geometry, with properties calculated with ωB97M-V/def2-TZVPD.

Element x y z (Å)
Cl 25.743 -1.381 -21.621
O 24.868 -0.237 -21.567
O 24.945 -2.599 -21.669
O 26.547 -1.369 -22.823
O 26.583 -1.409 -20.451
C 23.098 -2.144 -15.987
C 23.508 -1.916 -17.434
C 23.047 -0.540 -17.943
O 23.799 0.477 -17.336
C 23.557 1.734 -17.908
N 24.987 -2.055 -17.523
H 23.290 -3.172 -15.668
H 22.038 -1.962 -15.788
H 23.665 -1.501 -15.308
H 23.032 -2.669 -18.056
H 21.971 -0.433 -17.730
H 23.171 -0.553 -19.036
H 23.562 1.706 -19.003
H 24.304 2.433 -17.538
H 22.559 2.115 -17.626
H 25.340 -1.505 -16.739
H 25.256 -1.448 -18.302
C 22.132 -4.759 -19.785
C 22.708 -5.572 -20.951
C 22.113 -5.111 -22.262
O 22.679 -5.840 -23.330
C 21.910 -5.683 -24.489
N 24.187 -5.487 -21.007
H 22.015 -3.708 -20.080
H 22.799 -4.750 -18.923
H 21.149 -5.100 -19.439
H 22.450 -6.622 -20.772
H 22.318 -4.043 -22.426
H 21.024 -5.276 -22.231
H 21.950 -4.632 -24.806
H 20.869 -5.996 -24.346
H 22.379 -6.269 -25.280
H 24.497 -5.656 -20.051
H 24.363 -4.485 -21.127
C 22.445 -0.055 -25.280
C 21.347 -0.390 -24.255
C 21.118 -1.890 -24.188
O 20.655 -2.448 -25.414
C 19.295 -2.177 -25.639
N 21.703 0.098 -22.913
H 22.149 -0.319 -26.298
H 23.333 -0.655 -25.054
H 22.717 0.998 -25.216
H 20.436 0.080 -24.638
H 20.472 -2.136 -23.338
H 22.072 -2.405 -24.038
H 19.110 -1.124 -25.880
H 18.683 -2.499 -24.789
H 18.952 -2.745 -26.507
H 21.775 1.110 -22.965
H 22.676 -0.188 -22.774
C 26.301 -3.329 -25.522
C 25.516 -4.511 -24.978
C 25.632 -5.690 -25.927
O 24.925 -6.825 -25.440
C 24.781 -7.845 -26.390
N 25.953 -4.930 -23.621
H 26.249 -2.503 -24.805
H 25.915 -2.929 -26.467
H 27.368 -3.538 -25.649
H 24.453 -4.258 -24.905
H 26.692 -5.991 -26.013
H 25.272 -5.429 -26.930
H 23.715 -8.054 -26.566
H 25.193 -8.773 -25.979
H 25.234 -7.597 -27.353
H 25.917 -4.088 -23.044
H 26.965 -5.057 -23.731
C 31.393 1.031 -24.824
C 32.104 -0.270 -24.431
C 33.267 0.091 -23.501
C 32.850 0.466 -22.084
C 31.981 -0.633 -21.508
C 30.797 -1.067 -22.365
N 31.259 -1.222 -23.752
O 30.244 -1.717 -24.592
C 30.283 -2.412 -21.890
C 29.665 0.000 -22.247
C 32.706 -0.898 -25.675
H 30.526 0.858 -25.466
H 32.068 1.721 -25.337
H 31.047 1.597 -23.956
H 34.050 -0.672 -23.449
H 33.761 0.945 -23.982
H 32.327 1.428 -22.129
H 33.730 0.607 -21.455
H 31.684 -0.468 -20.471
H 32.617 -1.533 -21.443
H 29.569 -2.854 -22.580
H 31.096 -3.114 -21.696
H 29.733 -2.277 -20.953
H 30.046 0.970 -21.915
H 29.155 0.202 -23.189
H 28.936 -0.335 -21.511
H 33.434 -0.246 -26.154
H 31.893 -1.093 -26.383
H 33.120 -1.884 -25.465
H 29.547 -1.042 -24.622

As for the spin multiplicity: 1. Its net charge is -1. The frontier orbital gap is 8.33 eV. As for the total energy: -65339.0064 eV. For the maximum force, the calculation gives 1.495 eV/Å. For the energy above the lowest of the compared OMol25 structures with the same formula, charge and spin, the calculation gives 0.0 kcal/mol. The HOMO energy is -5.8 eV.

---

3.
Below is C25H63Cu2N4O11 as an isolated structure in a non-equilibrium geometry, with properties calculated with ωB97M-V/def2-TZVPD.

Element x y z (Å)
Cu 3.852 -18.414 6.531
Cu 4.747 -15.422 1.950
O 7.312 -16.425 5.497
C 6.193 -16.673 4.743
O 6.192 -16.257 3.602
O 5.183 -17.262 5.168
H 7.762 -15.931 4.808
C 8.213 -19.880 4.466
C 7.637 -21.213 4.166
O 6.259 -21.246 3.850
H 9.164 -19.968 4.991
H 7.623 -19.250 5.132
H 8.418 -19.361 3.529
H 7.773 -21.887 5.012
H 8.178 -21.528 3.273
H 5.794 -21.202 4.689
C 15.191 -20.941 2.087
O 14.008 -20.692 1.354
C 14.064 -19.699 0.303
C 14.200 -18.200 0.852
N 12.828 -17.588 1.160
C 12.308 -18.045 2.474
C 11.019 -17.258 2.727
O 11.388 -15.901 2.869
C 10.396 -14.985 2.816
H 14.817 -21.604 2.866
H 15.456 -20.043 2.645
H 15.985 -21.477 1.567
H 13.115 -19.822 -0.218
H 14.791 -20.000 -0.451
H 14.640 -17.696 -0.008
H 14.996 -18.015 1.573
H 12.917 -16.593 1.011
H 12.964 -17.987 3.342
H 12.133 -19.121 2.468
H 10.618 -17.562 3.694
H 10.404 -17.458 1.849
H 10.850 -14.013 2.622
H 9.979 -15.148 3.809
H 9.686 -15.107 1.998
C 5.931 -16.848 -0.979
O 6.088 -15.879 0.040
C 7.131 -14.865 -0.148
C 6.574 -13.607 0.542
N 6.297 -13.874 1.914
C 6.152 -12.571 2.554
C 6.598 -12.681 4.053
O 7.760 -13.543 4.298
C 8.236 -13.504 5.623
H 5.137 -17.574 -0.807
H 6.711 -17.599 -1.105
H 5.570 -16.389 -1.900
H 7.325 -14.656 -1.200
H 8.037 -15.153 0.386
H 5.637 -13.351 0.046
H 7.227 -12.743 0.424
H 7.156 -14.219 2.316
H 5.165 -12.132 2.409
H 6.767 -11.741 2.206
H 5.733 -13.211 4.451
H 6.735 -11.759 4.618
H 8.723 -12.579 5.933
H 8.866 -14.375 5.803
H 7.432 -13.687 6.336
C 9.738 -17.948 7.423
O 10.422 -17.612 8.621
C 9.747 -16.563 9.383
C 10.252 -16.277 10.771
N 11.505 -15.460 10.738
C 11.358 -14.089 10.233
C 12.560 -13.197 10.714
O 12.480 -11.970 10.056
C 13.762 -11.305 9.989
H 10.276 -18.853 7.139
H 9.887 -17.176 6.669
H 8.722 -18.304 7.594
H 8.701 -16.854 9.482
H 9.679 -15.653 8.787
H 10.520 -17.235 11.215
H 9.506 -15.861 11.448
H 12.222 -15.905 10.184
H 10.451 -13.647 10.645
H 11.235 -13.962 9.158
H 13.462 -13.710 10.378
H 12.523 -13.024 11.789
H 13.728 -10.289 9.597
H 14.375 -11.850 9.270
H 14.230 -11.022 10.932
C 3.454 -14.786 8.083
C 4.598 -15.778 8.298
C 5.580 -15.510 9.453
O 4.838 -15.986 10.595
C 5.815 -15.923 11.647
N 3.913 -17.104 8.306
H 2.860 -14.515 8.956
H 2.746 -15.195 7.362
H 3.904 -13.930 7.581
H 5.297 -15.772 7.462
H 5.588 -14.429 9.597
H 6.553 -15.989 9.354
H 6.389 -15.008 11.790
H 6.448 -16.773 11.392
H 5.353 -16.214 12.591
H 4.284 -17.564 9.125
H 3.035 -16.909 8.765

As for the spin multiplicity: 3. Its net charge is +3. The frontier orbital gap (alpha / beta) is 8.71 / 3.90 eV. The expectation value of S² is 2.010. As for the total energy: -144673.4773 eV. For the maximum force, the calculation gives 6.151 eV/Å. For the energy above the lowest of the compared OMol25 structures with the same formula, charge and spin, the calculation gives 0.0 kcal/mol. The HOMO energy (alpha / beta) is -15.1 / -15.1 eV.

---

4.
Below is C25H65AlClN14O30 as an isolated structure in a non-equilibrium geometry, with properties calculated with ωB97M-V/def2-TZVPD.

Element x y z (Å)
C -0.390 -2.314 1.807
C 0.589 -1.979 0.725
O 0.647 -2.529 -0.374
O 1.441 -0.975 1.087
C 2.269 -0.457 0.036
C 1.571 0.541 -0.883
C 1.592 2.031 -0.479
C 0.245 2.733 -0.240
C -0.496 2.433 1.063
C -1.182 1.055 1.157
Al -3.128 1.041 1.743
C -4.414 1.605 0.276
C -4.714 0.611 -0.850
C -3.509 0.256 -1.718
Cl -2.671 -1.257 -1.229
H -0.090 -1.930 2.782
H -0.502 -3.399 1.870
H -1.371 -1.874 1.586
H 3.091 0.050 0.558
H 2.704 -1.272 -0.547
H 0.552 0.208 -1.107
H 2.123 0.450 -1.823
H 2.266 2.183 0.377
H 2.058 2.551 -1.316
H 0.469 3.811 -0.241
H -0.398 2.562 -1.113
H 0.233 2.513 1.881
H -1.235 3.224 1.226
H -1.081 0.493 0.225
H -0.675 0.501 1.953
H -3.258 2.038 3.035
H -3.420 -0.492 2.234
H -4.068 2.551 -0.158
H -5.366 1.810 0.784
H -5.449 1.046 -1.549
H -5.152 -0.317 -0.464
H -3.814 0.064 -2.750
H -2.771 1.060 -1.725
C 3.940 -1.345 3.152
N 5.249 -0.869 2.631
O 6.218 -1.581 2.776
O 5.264 0.213 2.082
H 4.092 -2.316 3.606
H 3.590 -0.615 3.875
H 3.251 -1.398 2.314
C 4.159 4.221 -4.639
N 2.943 3.711 -3.959
O 1.965 4.420 -3.896
O 3.021 2.597 -3.483
H 3.955 5.218 -5.010
H 4.954 4.222 -3.902
H 4.395 3.534 -5.447
C 2.214 7.820 -2.428
N 3.690 7.629 -2.402
O 4.220 7.215 -3.410
O 4.265 7.891 -1.371
H 1.856 7.535 -3.410
H 1.797 7.185 -1.652
H 2.023 8.866 -2.212
C -8.164 4.449 2.679
N -7.284 3.250 2.753
O -7.826 2.170 2.910
O -6.103 3.442 2.643
H -9.193 4.128 2.788
H -7.864 5.116 3.482
H -7.989 4.914 1.714
C -3.303 -5.384 1.148
N -2.743 -5.292 2.523
O -3.214 -4.469 3.266
O -1.833 -6.054 2.805
H -4.085 -4.640 1.057
H -2.489 -5.190 0.456
H -3.687 -6.392 1.025
C 5.329 1.253 -1.332
N 6.490 1.751 -2.120
O 6.280 2.286 -3.190
O 7.593 1.579 -1.648
H 4.419 1.487 -1.868
H 5.463 0.183 -1.220
H 5.366 1.741 -0.362
C 2.732 -0.188 -5.004
N 4.150 -0.424 -4.620
O 4.426 -0.538 -3.445
O 4.960 -0.460 -5.519
H 2.130 -0.165 -4.108
H 2.704 0.760 -5.532
H 2.442 -1.002 -5.663
C -3.399 -9.320 3.634
N -4.837 -8.970 3.463
O -5.604 -9.845 3.123
O -5.153 -7.820 3.679
H -3.276 -10.371 3.420
H -2.831 -8.697 2.949
H -3.132 -9.093 4.662
C -0.320 -13.461 2.751
N -1.267 -12.404 3.198
O -2.232 -12.740 3.846
O -1.000 -11.266 2.879
H -0.686 -14.416 3.108
H -0.285 -13.423 1.666
H 0.651 -13.220 3.170
C 6.785 9.016 -5.693
N 5.408 9.267 -6.199
O 4.815 8.341 -6.698
O 4.970 10.389 -6.061
H 7.030 7.978 -5.880
H 7.451 9.690 -6.224
H 6.782 9.240 -4.631
C -1.885 -7.137 7.196
N -1.575 -8.525 7.644
O -0.857 -8.673 8.607
O -2.068 -9.426 6.999
H -1.380 -6.446 7.858
H -1.536 -7.039 6.171
H -2.963 -7.018 7.237
C -6.963 -0.512 4.931
N -5.594 -0.560 5.513
O -5.481 -0.418 6.721
O -4.698 -0.731 4.731
H -7.671 -0.352 5.735
H -6.976 0.298 4.207
H -7.128 -1.462 4.432
C 6.197 1.227 -8.324
N 5.345 2.360 -7.872
O 4.270 2.089 -7.388
O 5.793 3.478 -8.003
H 5.664 0.307 -8.123
H 6.387 1.370 -9.383
H 7.123 1.281 -7.759
C -3.076 6.910 -0.178
N -3.352 5.465 -0.416
O -4.462 5.161 -0.793
O -2.431 4.712 -0.207
H -3.976 7.471 -0.400
H -2.784 7.014 0.862
H -2.257 7.192 -0.832

As for the spin multiplicity: 1. Its net charge is -1. The frontier orbital gap is 5.59 eV. As for the total energy: -128347.2936 eV. For the maximum force, the calculation gives 1.958 eV/Å. The HOMO energy is -4.3 eV.

---

> The highest net charge belongs to which entry?

C25H63Cu2N4O11

---

> maximum force of number 4 (C25H65AlClN14O30)?

1.958 eV/Å